{
  "formula": "C19H22N2O4",
  "method": "wB97M-V/def2-TZVPD",
  "orbital_gap_ev": 7.1,
  "e_tot_ev": -31214.670,
  "lumo_ev": -0.2,
  "e_above_lowest_kcal_mol": 405.09,
  "largest_force_ev_per_a": 16.30,
  "spin_multiplicity": 1,
  "elements": ["C", "H", "H", "H", "C", "N", "C", "O", "C", "O", "C", "C", "C", "C", "C", "C", "H", "H", "N", "C", "O", "C", "C", "C", "C", "O", "H", "H", "H", "H", "H", "H", "H", "H", "C", "H", "C", "C", "C", "H", "H", "H", "H", "H", "H", "H", "H"],
  "positions_angstrom": [[1.499, -1.352, 1.790], [1.387, -2.134, 0.968], [1.729, -1.736, 2.648], [0.653, -0.707, 1.728], [2.740, -0.746, 1.206], [2.443, 0.189, 0.240], [2.404, 1.483, 0.522], [2.725, 2.168, 1.299], [2.079, 2.509, -0.951], [1.028, 2.023, -1.581], [-0.268, 2.205, -0.899], [-1.381, 1.606, -1.768], [-2.511, 1.220, -1.225], [-2.726, 1.858, 0.252], [-1.698, 2.268, 0.823], [-0.497, 2.372, 0.522], [0.407, 2.639, 1.055], [-1.886, 2.538, 2.054], [-3.915, 1.789, 0.737], [-5.001, 0.767, 0.766], [-6.164, 0.903, 0.920], [-4.661, -0.479, 0.246], [-5.324, -1.439, -0.421], [-4.510, -2.572, -0.600], [-3.216, -2.053, -0.595], [-3.175, -0.970, 0.159], [-2.250, -2.899, -0.368], [-4.666, -3.395, -1.261], [-6.451, -1.532, -0.543], [-4.280, 2.431, 1.436], [-3.345, 1.149, -1.759], [-1.130, 1.200, -2.817], [2.982, 2.512, -1.561], [1.994, 3.382, -0.506], [2.348, -0.493, -1.066], [2.276, 0.480, -1.848], [3.663, -1.258, -1.494], [3.852, -2.220, 0.095], [3.919, -1.422, 1.158], [3.912, -2.025, 2.079], [4.910, -0.913, 1.284], [2.891, -2.884, 0.103], [4.677, -2.847, -0.295], [3.477, -1.941, -2.239], [4.394, -0.539, -1.476], [1.658, -1.144, -1.045], [3.008, 0.011, 2.226]]
}

=====

{
  "formula": "C6H10N5S",
  "method": "wB97M-V/def2-TZVPD",
  "orbital_gap_ev": 8.1,
  "e_tot_ev": -24659.233,
  "lumo_ev": -4.8,
  "e_above_lowest_kcal_mol": 71.61,
  "charge": 1,
  "largest_force_ev_per_a": 4.41,
  "spin_multiplicity": 1,
  "elements": ["C", "C", "C", "C", "C", "C", "N", "N", "N", "N", "N", "S", "H", "H", "H", "H", "H", "H", "H", "H", "H", "H"],
  "positions_angstrom": [[1.123, 1.653, 1.342], [-2.886, -0.204, -1.796], [1.474, -0.499, 2.356], [0.936, -1.129, 1.030], [0.163, 1.152, 0.260], [-1.155, -0.734, -0.189], [1.600, 0.922, 2.228], [-2.089, -0.081, -0.797], [0.742, 1.435, -1.028], [-0.101, -0.288, 0.489], [1.246, 0.493, -1.687], [-2.395, -0.744, -3.398], [1.493, 2.637, 1.281], [-3.832, 0.372, -1.765], [0.745, -0.705, 3.234], [2.457, -0.659, 2.618], [1.793, -1.021, 0.354], [0.364, -2.081, 1.040], [-0.675, 1.789, 0.477], [-1.399, -1.736, -0.397], [-1.252, -1.407, -3.110], [1.648, 0.834, -2.544]]
}